DFT (ωB97M-V/def2-TZVPD) results for a structure of composition C4H11O6P2.

```
23
Properties=species:S:1:pos:R:3:lowdin_charge:R:1
C 1.0737 0.9337 1.8507 -0.230
C 1.5099 -2.3314 1.5328 -0.186
C -1.9189 1.2308 1.1056 -0.122
C -1.4331 0.2419 -2.8714 -0.131
O 2.3266 0.4452 -2.2061 -0.293
O 0.5166 -0.8316 -0.7771 -0.302
O 0.2792 -1.6298 1.5085 -0.319
O -1.2588 0.0149 0.7076 -0.299
O -0.0399 0.4184 -2.9975 -0.234
O 0.5545 1.5612 -0.7960 -0.324
P 0.3261 -0.1333 0.7084 0.573
P 0.9297 0.5135 -1.7694 0.170
H 1.4846 1.8969 1.4829 -0.019
H 2.0296 0.3598 2.2150 0.003
H 2.3417 -1.9501 1.0177 0.048
H 1.2200 -3.3106 1.0027 0.100
H 1.7348 -2.4841 2.6394 0.095
H -2.1699 1.9325 0.3373 0.055
H -1.2067 1.7771 1.7658 0.063
H -2.8485 0.7596 1.5785 0.105
H -1.6716 -0.8121 -2.5352 0.102
H -2.0853 0.6831 -3.6188 0.076
H -1.6941 0.7145 -1.8816 0.070
```

The calculation puts the energy relative to the best compared isomer or geometry (same formula, charge and spin) at 12.4 kcal/mol. Its gap between HOMO and LUMO is 7.7 eV. As for the net charge: -1. The value obtained for the highest occupied orbital energy is -4.14 eV.


DFT (ωB97M-V/def2-TZVPD) results for a structure of composition C23H30B2MnO31.

```
87
Properties=species:S:1:pos:R:3:lowdin_charge:R:1
Mn 0.0782 -0.1134 -0.1885 0.985
O -1.1095 -1.9559 -0.1018 0.078
C -1.7635 -2.8349 0.3868 -0.332
O -2.7693 -2.6493 1.2056 0.248
B -3.3357 -3.9667 1.5674 -0.896
O -2.6949 -4.9365 0.6655 0.271
C -1.7465 -4.3368 -0.0005 -0.376
O -0.9778 -4.7910 -0.8033 0.149
O -4.7972 -4.0265 1.3840 0.238
C -5.3648 -4.5079 2.4633 -0.404
O -6.5132 -4.8011 2.6009 0.166
C -4.2486 -4.6980 3.5133 -0.368
O -3.1143 -4.2093 2.9814 0.217
O -4.3119 -5.3161 4.5262 0.176
O 7.4417 4.3057 -0.6222 0.162
C 6.9515 3.2412 -0.8479 -0.394
O 5.6636 3.0417 -1.1254 0.207
B 5.5166 1.5864 -1.4499 -0.865
O 6.8022 0.9489 -1.1104 0.244
C 7.6426 1.8788 -0.7342 -0.405
O 8.7731 1.6861 -0.3811 0.158
O 4.4377 0.9699 -0.6813 0.268
C 3.4649 0.5991 -1.4582 -0.387
O 2.4112 0.1324 -1.1519 0.111
C 3.8970 0.9113 -2.9165 -0.393
O 5.0977 1.4366 -2.8520 0.254
O 3.2121 0.7995 -3.8877 0.158
C -1.3174 4.8610 0.2175 -0.024
O -1.0069 3.4919 0.0244 0.013
C 0.1690 3.1406 -0.4744 -0.573
O 0.5797 2.0102 -0.4085 0.092
O 0.7776 4.1322 -1.0788 0.029
C 2.1047 3.9433 -1.5676 0.022
H -2.2250 4.9818 0.8072 0.095
H -1.4782 5.3610 -0.7370 0.103
H -0.5399 5.3604 0.7976 0.108
H 2.3909 4.7731 -2.2030 0.113
H 2.3222 2.9701 -2.0000 0.078
H 2.7744 3.9942 -0.7009 0.117
C -2.1431 2.6290 3.8866 -0.021
O -1.5671 2.0183 2.7486 0.018
C -1.3004 0.7379 2.6791 -0.567
O -0.8984 0.1921 1.6740 0.075
O -1.4557 0.1158 3.8140 0.038
C -1.0261 -1.2056 4.0716 0.015
H -1.5363 2.5432 4.7832 0.106
H -3.1430 2.2375 4.1072 0.107
H -2.3876 3.6466 3.5858 0.097
H -1.2994 -1.9387 3.3110 0.094
H -1.5193 -1.5608 4.9736 0.110
H 0.0515 -1.2285 4.2238 0.093
C 2.9464 -2.4523 3.9145 -0.027
O 2.2682 -1.6814 2.9317 0.012
C 1.9935 -2.1359 1.7177 -0.565
O 1.3742 -1.5249 0.9032 0.093
O 2.6476 -3.2801 1.5130 0.005
C 2.6644 -3.7605 0.1557 0.014
H 2.5459 -3.4636 4.0027 0.103
H 2.7582 -2.0060 4.8878 0.097
H 4.0063 -2.5004 3.6802 0.105
H 1.6503 -4.0071 -0.1604 0.090
H 3.2243 -4.6897 0.2222 0.103
H 3.1383 -3.0633 -0.5306 0.105
C -0.4510 -2.9272 -3.3559 -0.009
O -0.3419 -1.7370 -4.1360 0.057
C -0.1017 -0.6110 -3.5295 -0.582
O -0.0593 -0.4874 -2.3215 0.043
O -0.0538 0.3562 -4.4079 0.052
C 0.1107 1.6932 -3.9592 -0.003
H -1.5137 -3.0915 -3.1760 0.104
H 0.0830 -2.8364 -2.4132 0.079
H -0.0911 -3.8280 -3.8476 0.103
H -0.6630 1.8590 -3.2050 0.087
H -0.0361 2.3516 -4.8097 0.108
H 1.1039 1.8577 -3.5524 0.072
C -4.0597 1.6055 0.4754 -0.011
O -3.9662 1.4490 -0.9282 0.030
C -2.8732 0.9019 -1.4371 -0.564
O -1.8855 0.5877 -0.8378 0.086
O -2.9765 0.7242 -2.7304 0.035
C -3.8694 1.3822 -3.6040 -0.018
H -3.9781 0.6518 1.0043 0.109
H -5.0335 1.9980 0.7526 0.104
H -3.2639 2.2306 0.8810 0.080
H -4.7649 1.7757 -3.1287 0.097
H -4.1323 0.7913 -4.4757 0.103
H -3.3694 2.2676 -4.0119 0.099
```

The calculation puts the energy relative to the best compared isomer or geometry (same formula, charge and spin) at 0.0 kcal/mol. Its gap between HOMO and LUMO (alpha / beta) is 9.1 / 9.1 eV. Its spin multiplicity is 6. As for the net charge: 0. Its expectation value of S² is 8.75. The value obtained for the highest occupied orbital energy (alpha / beta) is -9.48 / -9.48 eV.


DFT (ωB97M-V/def2-TZVPD) results for a structure of composition C8H16Cl3FeGeNO12P2.

```
44
Properties=species:S:1:pos:R:3:lowdin_charge:R:1
Fe -0.0981 -0.9046 -0.5711 0.590
O 0.4590 -0.3955 -2.5815 -0.293
C 1.2232 0.7791 -2.9673 -0.154
C 2.6919 0.7923 -2.4921 -0.130
N 2.8627 0.8234 -1.0530 -0.165
C 2.4342 1.9405 -0.2736 -0.082
C 1.0403 1.7453 0.2974 -0.535
O 0.7355 2.2627 1.3919 0.007
O 0.2592 1.0874 -0.4496 -0.086
C 3.4228 -0.3295 -0.3936 -0.079
C 2.8431 -1.5926 -1.0298 -0.603
O 3.5743 -2.2707 -1.7304 0.061
O 1.5811 -1.8209 -0.8423 -0.107
H 0.8669 -1.1971 -2.9434 0.105
H 1.2074 0.8753 -4.0570 0.128
H 0.6835 1.6129 -2.5397 0.109
H 3.2045 -0.0962 -2.8645 0.124
H 3.1683 1.6692 -2.9567 0.125
H 3.1197 2.1408 0.5529 0.132
H 2.3948 2.8391 -0.9008 0.141
H 4.5080 -0.4166 -0.5238 0.123
H 3.1795 -0.2962 0.6705 0.136
C -2.9784 -1.8483 2.3617 -0.058
C -2.2342 -0.5436 2.6485 -0.591
O -2.7334 0.0706 3.8314 -0.039
P -2.4778 0.5955 1.2483 0.501
O -1.8377 1.9748 1.5765 -0.091
O -4.0209 0.9930 1.2501 -0.085
O -2.1291 -0.0218 -0.0726 -0.475
P -0.4343 -0.9246 2.7995 0.347
O 0.1661 0.4562 3.3467 -0.128
O -0.1897 -1.9941 3.7736 -0.260
O 0.0207 -1.1219 1.3448 -0.327
H -4.0490 -1.7065 2.5211 0.088
H -2.6106 -2.6236 3.0330 0.082
H -2.7996 -2.1545 1.3300 0.073
H -2.0163 0.5861 4.2224 0.086
H -0.8411 2.0838 1.4918 0.038
H -4.5082 0.4516 0.6104 0.085
H 0.4657 1.0942 2.6710 0.030
Cl -1.4070 -2.3405 -1.6907 0.259
Ge -2.3127 -0.2849 -2.7013 0.163
Cl -4.4599 -0.9421 -2.5093 -0.110
Cl -1.9744 -1.0473 -4.8296 -0.139
```

The calculation puts the energy relative to the best compared isomer or geometry (same formula, charge and spin) at 26.0 kcal/mol. Its gap between HOMO and LUMO (alpha / beta) is 6.3 / 7.0 eV. Its spin multiplicity is 2. As for the net charge: -1. Its expectation value of S² is 0.99. The value obtained for the highest occupied orbital energy (alpha / beta) is -6.02 / -6.01 eV.